DFT (ωB97M-V with the def2-TZVPD basis set) results for a molecular structure, C52H46F3N13O4Pb at a distorted geometry.

```
119
Properties=species:S:1:pos:R:3:lowdin_charge:R:1
Pb 3.38463 -12.99780 -15.70075 1.38
C -0.39335 -16.52562 -16.47971 -0.05
C -1.44390 -15.81715 -17.10488 -0.07
C -1.31440 -14.47316 -17.43440 -0.04
C -0.14499 -13.85926 -17.00216 -0.21
N 0.87425 -14.46602 -16.33582 0.08
C 0.73938 -15.76813 -16.06078 -0.11
C -0.00645 -12.40532 -17.39234 -0.21
C -0.64199 -11.94061 -18.54607 0.00
C -0.37815 -10.62796 -18.96434 -0.04
C 0.45466 -9.82938 -18.21348 -0.02
C 1.05560 -10.38711 -17.07557 -0.16
N 0.84977 -11.69777 -16.66833 0.11
C 1.93082 -9.72047 -16.10487 -0.23
C 1.96060 -8.35582 -16.09326 -0.02
C 2.59901 -7.67543 -15.03982 -0.04
C 3.35537 -8.42278 -14.17640 -0.03
C 3.36437 -9.82146 -14.31400 -0.11
N 2.69015 -10.44906 -15.24129 0.05
H -0.44046 -17.58750 -16.33976 0.10
H -2.29646 -16.40445 -17.45358 0.10
H -2.02078 -13.93699 -18.03855 0.10
H 1.55684 -16.24726 -15.53166 0.12
H -1.15148 -12.60175 -19.26975 0.11
H -0.75111 -10.27298 -19.90859 0.11
H 0.56046 -8.76788 -18.46417 0.11
H 1.30628 -7.79879 -16.78013 0.12
H 2.57091 -6.61268 -15.00554 0.10
H 4.04689 -7.98029 -13.47635 0.11
H 3.98872 -10.41478 -13.63922 0.13
C -1.35142 -15.97606 -20.56610 -0.07
N 0.02703 -15.60743 -20.32654 -0.15
C 0.89191 -15.88799 -19.35875 -0.17
N 1.96388 -15.08600 -19.47348 0.10
C 1.63466 -14.24624 -20.49562 -0.17
N 0.47693 -14.59201 -21.05947 0.10
C -1.57876 -17.48910 -20.42454 -0.16
C -2.79370 -18.12357 -20.04489 -0.03
C -2.87884 -19.52217 -19.88078 -0.07
C -1.77078 -20.30952 -20.02813 -0.02
C -0.57079 -19.73050 -20.41021 -0.14
C -0.51593 -18.36545 -20.65147 0.02
C 0.66983 -20.42231 -20.35171 -0.37
N 0.92414 -21.64612 -20.33071 0.15
N 2.32320 -21.73506 -20.10381 0.15
C 2.72523 -20.50943 -20.13273 -0.31
O 1.72463 -19.62011 -20.23660 0.13
C 4.11726 -20.05649 -20.01681 -0.11
C 5.18147 -20.93910 -20.33820 -0.03
C 6.46145 -20.50786 -20.25288 -0.06
C 6.78455 -19.15001 -19.91743 0.01
C 5.74422 -18.26786 -19.60282 -0.19
C 5.99656 -16.78265 -19.50755 -0.07
N 5.97436 -16.23142 -18.13905 -0.14
C 4.96475 -15.52251 -17.69196 -0.22
N 5.18572 -15.19118 -16.44492 0.03
C 6.35138 -15.75869 -16.14083 -0.18
N 6.90531 -16.42403 -17.20072 0.12
C 4.41651 -18.72259 -19.64007 0.04
H -1.55241 -15.65857 -21.56397 0.12
H -2.01832 -15.50149 -19.85275 0.10
H 0.75028 -16.77172 -18.73306 0.13
H 2.34112 -13.48815 -20.85022 0.08
H -3.68345 -17.51478 -19.86611 0.11
H -3.91190 -19.86562 -19.68472 0.12
H -1.78697 -21.37385 -19.73527 0.13
H 0.47744 -18.00233 -20.96811 0.13
H 4.87110 -21.92016 -20.77737 0.13
H 7.26505 -21.16197 -20.48485 0.10
H 7.78859 -18.84773 -19.86403 0.10
H 5.25437 -16.24423 -20.08085 0.12
H 6.97069 -16.47654 -19.87450 0.13
H 4.09454 -15.32246 -18.30817 0.09
H 6.86418 -15.75706 -15.18322 0.11
H 3.60443 -18.00798 -19.40840 0.12
F 7.81509 -9.81952 -15.99197 0.14
C 7.33572 -10.86626 -15.31989 -0.54
F 8.30675 -11.79199 -15.36473 0.14
F 7.25506 -10.45735 -14.02634 0.12
C 6.01467 -11.44912 -15.85707 -0.61
O 5.52348 -11.01861 -16.87965 0.01
O 5.57113 -12.34217 -15.05596 -0.18
C -1.05844 -13.43820 -11.81363 -0.10
C -0.72334 -12.59255 -12.90231 -0.11
C 0.44143 -12.75163 -13.54613 -0.07
C 1.48026 -13.61165 -13.04055 -0.21
C 2.83002 -13.64301 -13.58147 -0.28
C 3.73417 -14.55439 -13.02423 -0.14
C 3.35686 -15.50052 -12.00712 -0.09
C 2.10449 -15.42623 -11.46611 -0.04
C 1.15143 -14.44503 -11.95372 -0.17
C -0.16770 -14.38884 -11.39145 -0.05
H -2.01646 -13.25306 -11.31502 0.10
H -1.50694 -11.88920 -13.20843 0.11
H 0.58028 -12.15538 -14.45544 0.07
H 4.75266 -14.56732 -13.38338 0.07
H 3.98812 -16.24303 -11.64778 0.07
H 1.79392 -16.15501 -10.68507 0.11
H -0.44673 -15.12668 -10.62231 0.11
C 5.37537 -12.92616 -19.57506 -0.04
N 5.33836 -11.47983 -19.76717 -0.11
C 6.60622 -10.73211 -19.71429 -0.04
C 4.13941 -10.96707 -20.14038 -0.52
O 3.20855 -11.73984 -20.35241 0.01
N 4.01675 -9.60211 -20.23505 -0.12
C 2.84018 -9.09187 -20.95566 -0.05
C 4.31260 -8.81338 -19.02879 -0.04
H 6.35919 -13.30812 -19.39143 0.09
H 4.97488 -13.36535 -20.47214 0.08
H 4.59625 -13.15690 -18.79592 0.07
H 7.42759 -11.21144 -20.21187 0.08
H 6.93400 -10.59811 -18.65152 0.08
H 6.45811 -9.74877 -20.15527 0.08
H 2.83001 -9.42303 -22.00931 0.10
H 2.82527 -8.01931 -20.96795 0.08
H 1.94467 -9.44366 -20.47416 0.05
H 5.03193 -9.29607 -18.39598 0.06
H 3.46806 -8.57844 -18.45748 0.05
H 4.85539 -7.93683 -19.30044 0.08
```

Calculated values
orbital gap: 0.2616 Ha
total charge: 0
relative energy (zero: lowest compared OMol25 entry of this formula, charge and spin): 184.4 kJ/mol
E_LUMO: -0.4 eV

DFT (ωB97M-V with the def2-TZVPD basis set) results for C13H24O in the gas phase.

```
38
Properties=species:S:1:pos:R:3:lowdin_charge:R:1
C 0.24732 0.36252 3.34770 -0.07
C 1.06222 0.75690 2.12157 -0.30
C 0.34920 1.80480 1.23964 -0.15
C -1.02137 1.35839 0.73350 -0.20
C -1.54629 2.22558 -0.41255 -0.21
C -0.85581 1.97944 -1.75737 -0.20
C -0.98072 0.52910 -2.25263 -0.20
C 0.34623 -0.23257 -2.19423 -0.20
C 0.17004 -1.74746 -2.31648 -0.21
C -0.23207 -2.43153 -1.00592 -0.20
C 0.91217 -2.55550 0.01837 -0.18
C 0.74339 -1.69529 1.27817 -0.12
C 1.50472 -0.38799 1.21950 -0.38
O 2.45698 -0.23852 0.49093 0.09
H 0.05597 1.24738 3.95141 0.08
H 0.79625 -0.35139 3.95790 0.08
H -0.71039 -0.07502 3.08285 0.07
H 1.99174 1.22781 2.46528 0.15
H 0.23914 2.72930 1.81144 0.12
H 1.00169 2.01759 0.39123 0.11
H -0.96585 0.32760 0.39020 0.09
H -1.73954 1.40048 1.55555 0.11
H -1.43834 3.27954 -0.14447 0.11
H -2.61441 2.02702 -0.53509 0.11
H -1.30372 2.65813 -2.48622 0.10
H 0.19966 2.24522 -1.68404 0.10
H -1.73453 0.00781 -1.65996 0.10
H -1.33686 0.52058 -3.28516 0.11
H 0.86782 -0.01021 -1.26633 0.08
H 0.98151 0.12029 -3.00982 0.12
H -0.59164 -1.95459 -3.07298 0.11
H 1.10402 -2.19294 -2.66476 0.11
H -1.07625 -1.89751 -0.56530 0.10
H -0.59089 -3.43392 -1.25051 0.10
H 1.85705 -2.27604 -0.45142 0.11
H 0.99744 -3.59974 0.32227 0.11
H -0.30896 -1.52219 1.49706 0.10
H 1.16309 -2.22307 2.14066 0.13
```

Calculated values
orbital gap: 0.3817 Ha
total charge: 0
relative energy (zero: lowest compared OMol25 entry of this formula, charge and spin): 17.6 kJ/mol
structure (SMILES): C[C@@H]1CCCCCCCCCCC1=O
E_LUMO: 1.0 eV

DFT (ωB97M-V with the def2-TZVPD basis set) results for a molecular structure, C23H35Br4FeN2O4Si.

```
70
Properties=species:S:1:pos:R:3:lowdin_charge:R:1
Fe -0.27235 -0.08724 -0.19045 0.50
Br -0.01275 2.45707 0.68300 0.76
C 1.84980 1.95328 0.56096 -0.92
Br 2.14213 0.93950 -1.06156 0.75
H 2.05110 1.28323 1.39060 -0.01
H 2.45952 2.84872 0.53203 0.02
Br -5.77999 -3.78385 0.55191 0.84
C -4.37699 -2.55070 0.43222 -0.67
C -3.65896 -2.19769 1.56229 -0.06
C -2.59832 -1.31835 1.41924 -0.07
N -2.27176 -0.78569 0.24163 0.05
C -2.98201 -1.12127 -0.84410 -0.20
C -4.04015 -2.00972 -0.80221 -0.05
C -2.51674 -0.47501 -2.10018 -0.18
C -3.35869 -0.28876 -3.18154 -0.03
C -2.86069 0.35166 -4.30650 -0.66
Br -3.96559 0.63960 -5.78570 0.85
C -1.54387 0.78659 -4.32105 -0.07
C -0.77618 0.56463 -3.19516 -0.10
N -1.23796 -0.05206 -2.10187 0.03
H -3.89882 -2.61335 2.52873 0.11
H -1.98313 -1.03919 2.26490 0.11
H -4.57378 -2.29422 -1.69645 0.11
H -4.38768 -0.61141 -3.14098 0.12
H -1.12533 1.28937 -5.17851 0.12
H 0.25256 0.89095 -3.16723 0.07
C 0.23014 -4.00162 4.64852 -0.02
C -0.08483 -2.52048 4.79677 -0.62
C 0.73087 -1.88664 5.91465 -0.02
C -1.57270 -2.31777 5.06462 -0.02
O 0.20610 -1.80469 3.58707 -0.09
Si 0.83140 -2.10874 2.11658 0.01
O 0.59531 -0.76615 1.24763 -0.37
O -0.03406 -3.34940 1.47843 -0.10
C 0.23654 -4.17282 0.33964 -0.63
C 1.28670 -5.21585 0.69666 -0.01
C 0.70711 -3.30579 -0.82581 -0.02
C -1.08733 -4.84164 -0.00342 -0.01
O 2.41157 -2.47392 2.02697 -0.09
C 3.61632 -2.32084 2.77628 -0.63
C 3.79050 -3.53129 3.68043 -0.01
C 3.55367 -1.02622 3.57615 -0.01
C 4.74202 -2.26605 1.74850 -0.02
H 0.01003 -4.51734 5.58303 0.10
H 1.28324 -4.16295 4.41397 0.06
H -0.36386 -4.44586 3.85187 0.08
H 0.45814 -2.32510 6.87449 0.09
H 0.53610 -0.81483 5.95860 0.10
H 1.79862 -2.03693 5.76801 0.07
H -1.85746 -2.76090 6.01844 0.09
H -2.16492 -2.79408 4.28421 0.07
H -1.81167 -1.25463 5.09075 0.09
H 2.22351 -4.73861 0.97329 0.07
H 1.46514 -5.87825 -0.15030 0.09
H 0.94002 -5.81810 1.53629 0.09
H 1.65290 -2.81353 -0.59585 0.08
H -0.05193 -2.54587 -1.05357 0.06
H 0.84180 -3.91013 -1.72258 0.10
H -1.46180 -5.39390 0.85740 0.09
H -0.96893 -5.53550 -0.83491 0.09
H -1.83081 -4.09210 -0.28231 0.07
H 2.95808 -3.62710 4.37465 0.05
H 4.70836 -3.44545 4.26023 0.10
H 3.84352 -4.44116 3.08355 0.09
H 2.68092 -1.00998 4.23021 0.06
H 3.49772 -0.17205 2.89975 0.08
H 4.44512 -0.91244 4.19168 0.10
H 4.74217 -3.17261 1.14421 0.09
H 5.71101 -2.17819 2.23946 0.09
H 4.60920 -1.40969 1.08700 0.08
```

Calculated values
orbital gap (alpha / beta): 0.3076 / 0.3067 Ha
total charge: +1
relative energy (zero: lowest compared OMol25 entry of this formula, charge and spin): 35.4 kJ/mol
E_LUMO (alpha / beta): -3.6 / -3.7 eV
spin multiplicity: 5

DFT (ωB97M-V with the def2-TZVPD basis set) results for 4 unconnected molecules or ions with the total composition C36H44F7N11O10PS at a distorted geometry.

```
110
Properties=species:S:1:pos:R:3:lowdin_charge:R:1
N -0.13118 -3.98404 0.74871 0.19
C 0.52188 -2.86910 1.27491 -0.06
N -0.13689 -1.48250 1.41137 0.03
C -1.59392 -1.72412 1.26548 -0.07
C -2.61012 -0.49092 1.64435 -0.12
O -3.17195 0.37198 0.79761 0.03
F -2.99981 -0.38749 3.10125 -0.02
C 0.52708 -0.56548 0.44981 -0.25
C 0.49332 -1.00380 -1.13713 -0.11
C -0.91584 -0.76198 -1.92046 -0.15
C -1.36742 -2.02703 -2.91233 -0.22
N -2.70431 -2.55102 -2.43680 -0.13
C -3.82237 -2.24349 -3.45355 -0.17
C -5.22340 -2.24753 -2.55840 -0.08
C -5.40520 -1.05894 -1.41667 -0.03
C -6.68931 -0.91842 -0.40186 -0.07
C -7.88478 -2.03301 -0.51935 -0.06
C -7.74402 -3.18755 -1.67521 -0.01
C -6.44121 -3.33413 -2.71417 -0.15
O -6.39959 -4.40857 -3.72896 -0.09
C 0.21800 1.06819 0.66839 -0.02
O 0.37906 1.77378 -0.48760 0.05
C -0.05642 1.81604 2.07587 -0.09
F 1.24057 2.52052 2.41825 -0.01
F -0.26462 0.89056 3.25441 -0.03
C -1.20574 2.94112 2.18578 -0.09
F -2.50416 2.47578 2.80353 0.04
F -0.69367 3.95729 3.18588 0.04
C -1.60850 3.79975 0.86986 -0.10
F -2.30610 3.04577 -0.20728 0.02
F -0.41169 4.53946 0.31868 0.02
C -2.67300 5.01377 1.30819 -0.17
O -3.95847 4.80174 1.62314 0.06
O -2.19404 6.41367 1.30141 0.00
C 2.16164 -0.63146 0.83577 -0.07
C 2.53800 -1.72909 1.98068 -0.48
P 2.16946 -1.21378 3.78537 0.39
S 2.96371 0.49028 4.31439 0.21
C 4.19891 -1.92186 1.93789 -0.12
C 5.26207 -0.88574 1.25825 0.01
C 6.88493 -1.05747 1.22612 -0.05
N 7.52545 -2.23134 1.88454 -0.02
C 6.59841 -3.19018 2.54961 -0.09
C 4.97290 -3.21865 2.65885 0.01
N 2.00415 -3.13096 1.61427 -0.01
O 2.55968 -3.32414 0.38631 -0.11
C 2.96463 -4.72055 0.17624 -0.20
O 3.30401 -5.59945 1.13865 0.01
C 2.97866 -5.18321 -1.43288 -0.07
C 2.12395 -6.43495 -2.05162 -0.01
C 2.26067 -6.65930 -3.70375 -0.04
C 3.18639 -5.67709 -4.67658 -0.04
C 4.05876 -4.42638 -4.03983 -0.04
C 3.92640 -4.20710 -2.40588 -0.01
H -0.34673 -3.93946 -0.28823 0.15
H -0.37709 -4.84040 1.29211 0.17
H -1.96196 -2.15754 0.23206 0.14
H -1.88406 -2.57300 2.05847 0.17
H 1.30733 -0.32844 -1.69322 0.15
H 0.82765 -2.10657 -1.35640 0.11
H -0.77675 0.16644 -2.62737 0.12
H -1.84716 -0.54482 -1.24888 0.09
H -0.58837 -2.91886 -2.88711 0.12
H -1.43753 -1.69906 -4.04903 0.13
H -2.63262 -3.58199 -2.29073 0.10
H -3.93527 -3.07211 -4.27528 0.13
H -3.68935 -1.17285 -3.90778 0.13
H -4.53794 -0.27036 -1.34770 0.07
H -6.69537 -0.05330 0.39490 0.09
H -8.78259 -1.93984 0.23932 0.09
H -8.60036 -3.98386 -1.77748 0.09
H -7.27601 -4.28826 -4.23935 0.13
H -2.45277 6.75617 0.37428 0.10
H 2.79635 -0.79097 -0.16341 0.15
H 2.55303 0.41720 1.25280 0.13
H 2.80971 -2.22841 4.63408 0.01
H 0.74323 -1.29591 4.12848 -0.01
H 4.84203 0.10264 0.73967 0.10
H 7.54567 -0.24094 0.70960 0.12
H 7.13854 -4.10237 3.10324 0.12
H 4.37116 -4.07742 3.22889 0.11
H 1.44400 -7.10383 -1.36584 0.10
H 1.62956 -7.53706 -4.18105 0.09
H 3.25009 -5.81744 -5.85644 0.10
H 4.71619 -3.67286 -4.64841 0.10
H 4.52452 -3.29048 -1.94433 0.10
C -4.16340 9.39712 0.12812 -0.68
O -3.40994 8.53607 -0.29764 0.01
N -4.51359 9.48115 1.42426 0.17
N -4.71104 10.33927 -0.66077 0.17
H -5.13259 10.18290 1.79366 0.11
H -4.12326 8.79077 2.05241 0.12
H -4.47334 10.31189 -1.64366 0.12
H -5.33354 11.05638 -0.32859 0.11
C -2.82152 6.32324 -3.85300 -0.72
O -3.14950 7.11070 -4.72635 0.03
N -2.74411 6.66749 -2.55485 0.16
N -2.50813 5.04052 -4.11049 0.14
H -2.47599 6.03324 -1.82142 0.08
H -2.97201 7.62426 -2.31779 0.08
H -2.55361 4.74020 -5.07541 0.11
H -2.23583 4.37720 -3.40482 0.09
C 8.57848 0.70560 4.45288 -0.72
O 8.25050 1.49305 3.57953 0.01
N 8.65589 1.04984 5.75103 0.15
N 8.89187 -0.57713 4.19539 0.15
H 8.92401 0.41559 6.48446 0.10
H 8.42799 2.00661 5.98810 0.11
H 8.84639 -0.87745 3.23048 0.06
H 9.16416 -1.24044 4.90107 0.10
```

Calculated values
orbital gap: 0.1449 Ha
total charge: +1
E_LUMO: -6.3 eV